# 1
Here is a 2-piece molecular cluster, C6H14N2O2 overall in a non-equilibrium geometry from OMol25. Energies are from ωB97M-V/def2-TZVPD.

Geometry as XYZ:
```
24
Properties=species:S:1:pos:R:3:forces:R:3:lowdin_charge:R:1
O 2.0507 -2.6797 -1.4167 0.07 -0.25 -0.60 0.057
O -0.2294 2.0375 1.3174 1.23 -1.08 1.92 0.026
N 1.6259 -1.0294 0.1180 -0.58 -2.10 -0.27 0.012
N -2.0002 0.7897 0.6416 -0.05 -0.71 0.56 0.027
C -1.0848 2.7315 -0.6435 0.69 -0.24 -0.56 -0.013
C 1.2864 -2.2004 0.9707 -1.28 2.65 2.27 -0.094
C 1.8998 -0.4142 -2.1761 -1.26 2.25 -1.62 -0.026
C -2.1105 -0.1741 1.8261 -0.82 2.17 -2.53 -0.006
C 1.8522 -1.5118 -1.1992 -0.72 1.84 1.99 -0.576
C -1.0519 1.7454 0.4832 0.51 1.00 0.21 -0.611
H 1.7694 -3.0706 0.6808 1.49 -1.14 -0.52 0.039
H 1.7061 0.5975 -1.6892 1.59 -1.07 -0.20 0.086
H 0.2237 -2.4881 0.8673 0.14 0.44 0.25 0.075
H -2.7397 0.6826 -0.0404 0.38 0.17 0.01 0.127
H 1.5275 -1.9337 2.0450 -0.42 -0.49 -1.17 0.100
H -0.1278 3.0197 -1.1526 -0.31 -0.71 1.20 0.099
H -1.4019 3.6293 -0.0970 -0.74 -0.05 -1.04 0.101
H -1.5278 0.1513 2.6439 1.07 0.15 0.53 0.068
H -3.1382 -0.0661 2.1183 -0.54 -0.46 0.29 0.073
H -1.6045 2.2471 -1.4275 -1.67 0.65 -1.10 0.053
H 0.9768 -0.2613 -2.8253 1.01 -1.46 0.27 0.099
H 1.1933 -0.1092 0.3736 0.68 -1.35 -0.76 0.125
H -1.9002 -1.1214 1.3926 0.29 -1.01 0.41 0.059
H 2.8051 -0.5716 -2.8111 -0.78 0.79 0.43 0.101
```
Forces are in eV/Å.

Values from the calculation:
- Total energy: -496.9766 a.u.
- HOMO: -9.455 eV
- ΔE to the lowest compared entry with this formula, charge and spin: 50.77 kcal/mol
- SMILES: CNC(C)=O.CNC(C)=O

# 2
Here is a 2-piece molecular cluster, C6H14N2O2 overall in a non-equilibrium geometry from OMol25. Energies are from ωB97M-V/def2-TZVPD.

Geometry as XYZ:
```
24
Properties=species:S:1:pos:R:3:forces:R:3:lowdin_charge:R:1
O 0.1523 -0.6330 -1.1288 0.88 -0.37 0.31 0.014
O -1.2378 3.0840 2.1840 -0.90 -1.59 -1.33 -0.013
N 1.5655 -2.2801 -0.3815 -0.05 -1.04 -2.65 -0.018
N -0.9780 2.0665 0.1824 -0.19 -0.43 -0.73 0.001
C -2.1947 0.8961 2.0473 -0.33 -0.27 -0.40 -0.012
C -1.4679 2.0858 1.4562 1.82 1.68 1.37 -0.524
C 0.9060 -1.5835 -1.3631 -2.33 0.16 1.15 -0.525
C -0.2258 3.2047 -0.3351 0.60 0.15 0.51 -0.087
C 0.8848 -2.1906 -2.7391 1.32 0.10 -0.71 -0.013
C 1.4155 -2.1211 1.0314 0.88 1.26 0.82 -0.081
H 0.4908 3.4929 0.4523 -0.18 0.23 -0.42 0.083
H 0.1135 -2.9632 -2.8965 0.26 0.40 0.48 0.095
H 1.9850 -1.1954 1.2193 -0.39 -0.24 0.89 0.092
H 1.8833 -2.9432 1.5988 -0.19 0.28 -0.53 0.090
H -2.1224 -0.0312 1.4544 0.00 0.45 0.06 0.070
H 1.8761 -2.6433 -2.9090 -0.37 -0.06 -0.35 0.076
H 0.3852 -1.9812 1.3996 0.31 -0.13 -0.62 0.090
H 0.3403 2.8972 -1.2305 -0.37 0.01 0.38 0.083
H -1.8437 0.6868 3.0718 -0.09 0.35 -0.50 0.085
H 0.7336 -1.3867 -3.4790 0.05 -0.40 0.37 0.090
H -0.8392 4.0847 -0.5918 0.05 -0.47 0.23 0.086
H 2.2083 -2.9615 -0.7925 -0.45 0.19 0.88 0.137
H -0.7775 1.2128 -0.3444 -0.63 0.05 0.70 0.094
H -3.2532 1.2024 2.0938 0.31 -0.29 0.11 0.086
```
Forces are in eV/Å.

Values from the calculation:
- Total energy: -497.0241 a.u.
- HOMO: -9.031 eV
- ΔE to the lowest compared entry with this formula, charge and spin: 20.99 kcal/mol
- SMILES: CNC(C)=O.CNC(C)=O

# 3
Here is a 2-piece molecular cluster, C6H14N2O2 overall in a non-equilibrium geometry from OMol25. Energies are from ωB97M-V/def2-TZVPD.

Geometry as XYZ:
```
24
Properties=species:S:1:pos:R:3:forces:R:3:lowdin_charge:R:1
O -3.1776 1.9257 -0.5703 3.05 -0.71 0.58 0.026
O 1.2940 -1.9476 -0.8080 -1.19 -0.63 3.02 -0.008
N -1.0691 0.7704 -0.2757 0.27 3.50 2.70 0.032
N 1.7557 -0.4981 0.8297 0.58 -0.20 -3.34 -0.030
C 2.8609 0.1057 -0.0002 -3.75 2.52 -1.24 -0.050
C -0.5191 1.5916 0.9154 -4.49 0.34 0.03 -0.054
C -2.3319 0.5548 -2.3086 -3.09 -2.94 3.62 -0.009
C 1.1306 -1.6590 0.4065 0.91 1.62 -2.62 -0.512
C -2.1903 1.2665 -0.9362 -1.93 -1.18 -1.75 -0.501
C 0.1690 -2.2425 1.4595 -0.50 1.99 -0.57 -0.002
H -3.4166 0.0421 -2.2400 2.19 1.82 -0.88 0.143
H 0.6913 -2.4463 2.4241 -0.42 -0.10 -0.84 0.083
H 2.9813 1.2667 0.1765 -0.16 -2.45 0.24 0.110
H -1.7287 -0.3130 -2.3950 0.99 -1.00 0.50 0.044
H -1.1105 2.6173 1.0116 1.38 -2.28 -0.18 0.129
H 2.4498 0.0732 -1.0868 1.23 -0.38 1.83 0.107
H 1.8466 -0.4449 1.7685 0.41 0.56 3.53 0.070
H 0.5101 1.6701 1.0156 1.96 0.54 -1.07 0.016
H 3.7198 -0.4505 0.1826 1.78 -0.63 -0.23 0.047
H -0.7113 0.9478 1.7639 -0.66 0.30 0.64 0.046
H -2.0312 1.0635 -3.1239 -0.06 2.42 -2.79 0.026
H -0.6227 -1.3402 1.6676 1.63 -2.57 -0.63 0.124
H -0.2302 -3.1204 0.9402 -0.43 0.16 0.79 0.078
H -0.2699 0.5669 -0.8171 0.32 -0.71 -1.36 0.085
```
Forces are in eV/Å.

Values from the calculation:
- Total energy: -496.9427 a.u.
- HOMO: -9.638 eV
- ΔE to the lowest compared entry with this formula, charge and spin: 72.07 kcal/mol
- SMILES: CNC(C)=O.CNC(C)=O

# 4
Here is a 2-piece molecular cluster, C6H14N2O2 overall in a non-equilibrium geometry from OMol25. Energies are from ωB97M-V/def2-TZVPD.

Geometry as XYZ:
```
24
Properties=species:S:1:pos:R:3:forces:R:3:lowdin_charge:R:1
O 1.1689 0.5868 1.3471 -0.88 1.13 0.02 0.015
O -3.4826 0.2384 -1.3136 0.14 0.55 0.21 0.040
N 2.0410 -0.9909 0.0986 3.21 0.29 -1.28 -0.047
N -1.8019 0.6311 0.2388 -3.67 0.48 -2.09 0.005
C 1.9065 0.3359 0.4151 0.52 0.53 1.28 -0.552
C -2.3116 0.1919 -1.0183 2.28 -1.42 0.88 -0.470
C 2.7577 1.3948 -0.3026 -0.45 -4.36 -1.39 0.021
C -1.3028 -0.5980 -1.9677 -3.04 -0.62 0.35 0.009
C 1.4189 -1.8906 1.0365 -0.52 -2.16 1.19 -0.132
C -2.7791 1.1559 1.1973 -0.07 0.10 0.09 -0.094
H 1.3488 -1.5413 2.1473 0.46 -0.24 -2.16 0.109
H -2.3270 1.9770 1.7868 0.11 -0.84 0.11 0.081
H -0.5009 -1.0278 -1.4821 1.54 -1.11 1.92 0.001
H 3.7689 1.3688 0.1029 -0.08 0.27 -0.40 0.091
H 2.2910 2.2971 -0.4113 -1.02 2.51 0.74 0.043
H -0.7567 -0.0069 -2.6451 -0.16 1.14 -1.43 0.047
H -1.8724 -1.4798 -2.4490 0.77 1.82 0.48 0.114
H 2.6210 0.9848 -1.3355 1.32 0.37 0.28 0.094
H 0.3095 -2.0820 0.7209 2.12 -0.08 0.52 0.104
H 3.0250 -1.2724 -0.3131 -2.96 0.70 1.06 0.187
H -3.5764 1.7036 0.6651 0.03 -0.89 0.17 0.079
H 2.1175 -2.8149 1.0123 -1.84 1.03 0.08 0.102
H -3.1408 0.2866 1.8289 0.00 1.39 -0.49 0.101
H -0.9225 0.5519 0.6408 2.19 -0.59 -0.15 0.051
```
Forces are in eV/Å.

Values from the calculation:
- Total energy: -496.9740 a.u.
- HOMO: -9.241 eV
- ΔE to the lowest compared entry with this formula, charge and spin: 52.45 kcal/mol
- SMILES: CNC(C)=O.CNC(C)=O

# 5
Here is a 2-piece molecular cluster, C6H14N2O2 overall in a non-equilibrium geometry from OMol25. Energies are from ωB97M-V/def2-TZVPD.

Geometry as XYZ:
```
24
Properties=species:S:1:pos:R:3:forces:R:3:lowdin_charge:R:1
O -2.0781 1.0265 -0.1261 0.31 -0.17 -0.01 0.034
O 1.5309 -2.9740 1.8498 -0.45 0.04 -0.39 0.040
N -0.3999 1.8069 -1.4766 -0.63 0.64 1.50 -0.006
N 0.3268 -1.7425 0.3685 -0.36 -0.86 -0.97 0.014
C -1.1728 1.8178 -0.3290 -0.34 -0.94 0.51 -0.544
C 1.7524 -0.6338 2.0705 -1.63 -0.43 0.71 0.001
C 1.1148 -1.8915 1.4657 1.47 0.30 0.62 -0.548
C -0.7763 2.8367 0.7097 0.68 0.62 -0.25 -0.001
C -0.0109 -2.9668 -0.3580 -0.72 -0.47 0.73 -0.080
C -0.6851 0.8562 -2.5194 -0.48 0.55 -1.18 -0.086
H 1.9618 -0.8522 3.1161 0.41 -0.23 -0.12 0.076
H 1.0321 0.1891 2.1450 0.37 0.23 -0.67 0.060
H -0.4736 -2.7893 -1.3256 0.29 0.46 -0.09 0.074
H 0.8544 -3.6148 -0.4483 0.13 0.16 -0.10 0.081
H -1.1459 1.3721 -3.3730 0.29 -0.08 -0.03 0.087
H -0.1803 2.7754 -1.6723 0.57 -0.44 -0.71 0.125
H -1.6289 3.2995 1.1975 -0.19 0.13 -0.38 0.086
H 0.2172 0.3529 -2.8571 0.02 -0.08 0.07 0.080
H -0.7581 -3.5292 0.2129 0.10 -0.16 -0.01 0.086
H -0.1777 2.4562 1.5404 -0.04 -0.61 -0.30 0.076
H -0.1124 3.5567 0.2197 -0.29 0.37 0.31 0.075
H -0.4019 -1.0536 0.3017 0.27 0.64 0.30 0.111
H -1.4501 0.1440 -2.2280 0.20 -0.09 0.51 0.077
H 2.6618 -0.4421 1.5157 0.00 0.40 -0.05 0.082
```
Forces are in eV/Å.

Values from the calculation:
- Total energy: -497.0196 a.u.
- HOMO: -9.443 eV
- ΔE to the lowest compared entry with this formula, charge and spin: 23.81 kcal/mol
- SMILES: CNC(C)=O.CNC(C)=O

Number 1: frontier orbital gap 0.3688 hartree. Number 2: frontier orbital gap 0.3524 hartree. Number 3: frontier orbital gap 0.3735 hartree. Number 4: frontier orbital gap 0.3593 hartree. Number 5: frontier orbital gap 0.3714 hartree.